C31H44N7O3STi as an isolated structure. Source: the Open Molecules 2025 dataset; level of theory: the ωB97M-V functional and the def2-TZVPD basis.

Results
HOMO level (spin up / spin down) = -0.44544 / -0.46537 Eh
orbital gap (spin up / spin down) = 7.01 / 7.27 eV
electronic energy = -3064.0193 Ha
energy relative to the best compared isomer or geometry (same formula, charge and spin) = 1.8037 eV
spin multiplicity = 2
net charge = +2

Each line ends with the Mulliken spin population.
Cartesian coordinates (Å):
1 Ti -0.048 0.361 -0.063  0.836
2 C 0.005 3.819 0.224  0.021
3 N 0.007 2.562 -0.533  -0.003
4 C -0.201 2.674 -1.807  -0.034
5 C -0.384 1.533 -2.620  0.029
6 C -0.814 1.404 -3.943  0.003
7 C -0.981 0.039 -4.170  0.014
8 C -0.639 -0.606 -2.984  0.019
9 N -0.266 0.284 -2.042  -0.028
10 C -0.989 3.872 1.374  0.002
11 C -0.833 4.846 2.356  -0.001
12 C -1.717 4.919 3.423  0.000
13 C -2.753 4.003 3.536  0.000
14 C -2.924 3.040 2.553  0.005
15 C -2.061 2.990 1.465  0.009
16 H -0.228 4.657 -0.440  -0.001
17 H 1.016 3.994 0.612  -0.001
18 H -0.281 3.653 -2.282  0.003
19 H -1.002 2.208 -4.636  0.000
20 H -1.326 -0.440 -5.072  -0.001
21 H -0.672 -1.665 -2.782  -0.005
22 H -0.023 5.561 2.279  0.000
23 H -1.599 5.693 4.169  0.000
24 H -3.440 4.053 4.370  0.000
25 H -3.739 2.331 2.619  0.000
26 H -2.240 2.278 0.674  -0.014
27 N 3.825 -1.460 2.220  0.000
28 C 2.567 -0.898 2.807  -0.007
29 C 2.048 -1.618 4.041  -0.001
30 C 0.605 -1.128 4.286  0.003
31 N -0.269 -1.493 3.171  0.000
32 C 0.644 0.392 4.448  -0.001
33 C 1.307 1.170 3.292  0.008
34 N 0.512 1.176 2.006  -0.006
35 C 2.720 0.594 3.083  0.002
36 H 3.787 -2.476 2.160  0.000
37 H 4.656 -1.200 2.751  0.000
38 H 3.854 -1.031 1.242  0.000
39 H 1.808 -1.005 2.049  0.017
40 H 2.649 -1.387 4.923  0.000
41 H 2.043 -2.704 3.901  0.000
42 H 0.252 -1.566 5.227  0.000
43 H -1.197 -1.111 3.325  0.000
44 H -0.383 -2.502 3.150  -0.001
45 H 1.209 0.605 5.356  0.000
46 H -0.369 0.776 4.602  0.000
47 H 1.387 2.211 3.618  0.001
48 H 0.769 2.048 1.553  0.009
49 H -0.465 1.272 2.279  0.003
50 H 3.322 0.755 3.981  0.000
51 H 3.202 1.111 2.249  -0.001
52 C -5.684 -0.559 -2.866  0.002
53 O -5.131 -1.845 -2.596  0.010
54 C -4.078 -1.945 -1.805  0.022
55 C -3.498 -3.233 -1.712  -0.012
56 C -2.330 -3.414 -1.044  0.015
57 C -1.631 -2.315 -0.473  0.053
58 C -0.275 -2.418 -0.096  0.032
59 C 0.397 -3.748 0.096  -0.007
60 O 0.475 -1.376 0.024  -0.034
61 C -2.304 -1.051 -0.443  0.022
62 O -1.744 -0.024 0.182  0.019
63 C -3.515 -0.888 -1.100  0.001
64 H -6.429 -0.714 -3.639  0.000
65 H -4.914 0.126 -3.228  -0.001
66 H -6.161 -0.142 -1.978  0.000
67 H -3.996 -4.051 -2.213  0.000
68 H -1.885 -4.400 -1.017  0.001
69 H 0.682 -4.191 -0.862  0.004
70 H -0.263 -4.453 0.597  0.002
71 H 1.294 -3.622 0.701  -0.003
72 H -3.978 0.089 -1.062  0.001
73 S 2.693 0.521 -0.684  -0.006
74 C 2.676 -0.269 -2.217  0.003
75 N 2.567 -1.594 -2.302  0.000
76 C 2.562 -2.317 -3.577  0.001
77 C 3.412 -1.546 -4.574  0.000
78 C 2.883 -0.122 -4.651  0.000
79 N 2.900 0.446 -3.304  -0.001
80 H 2.214 -2.067 -1.490  0.000
81 H 1.540 -2.418 -3.950  0.000
82 H 2.966 -3.314 -3.405  0.000
83 H 3.370 -2.020 -5.552  0.000
84 H 4.450 -1.538 -4.237  0.000
85 H 1.859 -0.112 -5.028  0.000
86 H 3.499 0.494 -5.303  0.000
87 H 3.025 1.439 -3.189  0.000


A 2-piece molecular cluster, C31H45 overall. Source: the Open Molecules 2025 dataset; level of theory: the ωB97M-V functional and the def2-TZVPD basis.

Results
HOMO level = -0.41553 Eh
orbital gap = 5.77 eV
electronic energy = -1207.9794 Ha
energy relative to the best compared isomer or geometry (same formula, charge and spin) = 0.0000 eV
net charge = +1

Each line ends with the Mulliken charge.
Cartesian coordinates (Å):
1 C -6.085 -2.902 -0.451  -1.206
2 C -5.974 -1.427 -0.051  -0.390
3 C -5.794 -0.491 -1.247  -0.226
4 C -5.952 0.985 -0.876  -1.217
5 C -4.842 1.550 0.022  -0.651
6 C -3.493 1.755 -0.707  -0.897
7 C -2.470 0.645 -0.463  0.864
8 C -1.146 0.887 -1.195  -1.327
9 C -0.085 -0.130 -0.886  1.146
10 C 1.064 0.220 -0.332  -1.651
11 C -0.361 -1.567 -1.202  -0.859
12 C -0.663 -2.407 0.040  -0.327
13 C -1.077 -3.848 -0.283  -1.130
14 C -2.376 -3.962 -1.084  -0.762
15 C -3.589 -3.418 -0.337  0.565
16 C -4.858 -3.454 -1.181  -0.730
17 H -6.274 -3.516 0.440  0.380
18 H -6.975 -3.029 -1.084  0.373
19 H -6.878 -1.127 0.498  0.462
20 H -5.156 -1.285 0.666  0.180
21 H -4.821 -0.663 -1.720  0.014
22 H -6.533 -0.764 -2.013  0.481
23 H -6.016 1.595 -1.786  0.366
24 H -6.926 1.110 -0.385  0.419
25 H -5.178 2.507 0.446  0.339
26 H -4.693 0.903 0.895  0.377
27 H -3.671 1.862 -1.784  0.385
28 H -3.039 2.710 -0.408  0.459
29 H -2.280 0.552 0.612  0.320
30 H -2.886 -0.322 -0.760  -0.652
31 H -1.323 0.906 -2.276  0.406
32 H -0.774 1.889 -0.949  0.406
33 H 1.814 -0.514 -0.112  0.269
34 H 1.287 1.242 -0.091  0.325
35 H -1.197 -1.620 -1.907  0.267
36 H 0.496 -1.990 -1.739  0.528
37 H 0.218 -2.404 0.697  0.429
38 H -1.441 -1.913 0.633  0.199
39 H -0.259 -4.336 -0.828  0.393
40 H -1.187 -4.419 0.648  0.377
41 H -2.276 -3.442 -2.043  0.307
42 H -2.565 -5.009 -1.356  0.453
43 H -3.743 -3.985 0.590  0.318
44 H -3.395 -2.392 -0.012  -0.494
45 H -5.044 -4.487 -1.504  0.425
46 H -4.691 -2.896 -2.111  0.328
47 C 4.416 3.950 -3.976  -1.434
48 C 4.500 3.095 -2.760  1.103
49 C 4.471 1.709 -2.868  -0.771
50 C 4.558 0.911 -1.755  -0.565
51 C 4.693 1.464 -0.461  1.004
52 C 4.751 0.566 0.636  -0.150
53 C 4.812 0.764 2.040  1.042
54 C 4.949 -0.382 2.857  -0.717
55 C 5.058 -0.277 4.222  -0.702
56 C 5.047 0.964 4.848  1.092
57 C 5.172 1.062 6.329  -1.421
58 C 4.885 2.100 4.062  -1.067
59 C 4.743 2.009 2.699  -0.389
60 C 4.772 2.870 -0.376  -0.525
61 C 4.654 3.656 -1.496  -1.041
62 H 4.405 5.010 -3.716  0.378
63 H 5.272 3.775 -4.629  0.345
64 H 3.508 3.735 -4.541  0.356
65 H 4.383 1.269 -3.847  0.442
66 H 4.528 -0.161 -1.864  0.414
67 H 4.755 -0.471 0.346  0.325
68 H 4.962 -1.354 2.393  0.410
69 H 5.152 -1.162 4.828  0.446
70 H 5.179 2.101 6.660  0.370
71 H 4.336 0.560 6.819  0.342
72 H 6.097 0.595 6.673  0.357
73 H 4.863 3.065 4.538  0.346
74 H 4.508 2.903 2.157  0.279
75 H 4.993 3.350 0.556  0.320
76 H 4.687 4.728 -1.401  0.369